(1)
The following is a quantum chemistry calculation of a structure of composition C48H43GeNO3PReS2, from the Open Molecules 2025 dataset.

The multiplicity is 1. For the total energy, the calculation gives -147697.875 eV. Its LUMO energy is -6.532 eV. The HOMO energy comes out at -0.482 Ha. As for the charge: +2.

Atoms and positions in Å:
H -2.7007 4.1628 -1.0056
H 4.3424 -0.5770 2.0632
H -2.1034 -5.3399 -1.4867
H -4.4543 -2.3595 5.7783
H 1.8065 -3.6659 -3.0495
C -4.6827 -2.3036 -3.1753
S -0.6672 2.9877 -0.9241
C -3.8224 -3.7437 4.2651
H -6.0770 2.2353 -2.6337
C -1.2662 -7.1315 -0.6757
C 1.6700 -3.3972 -2.0093
C 3.5420 1.7161 -0.9968
H 2.7566 2.4293 -0.7771
H 2.4547 -0.6708 5.9032
Re -0.4291 -0.0974 0.0944
H -2.6381 0.9233 -4.8319
H 0.2833 -0.1263 4.8655
C 0.4183 4.4462 -0.7859
C 2.3942 -0.5337 4.8315
C -1.1846 0.0264 -2.8926
H -1.4382 -2.8725 -2.4024
H -3.1164 -4.8979 2.6225
C -3.5457 -1.3702 4.1015
H -5.3182 -2.1280 -4.0340
H -4.8535 -2.5614 0.1967
H -0.9327 -0.1189 2.8321
C -2.7322 -2.7972 2.3136
P 1.9543 -0.0879 0.3179
H -4.8824 1.9773 -4.7948
C -4.4897 1.3663 -1.4933
Ge -1.9508 -3.1839 0.5609
C -3.0500 -2.7571 -0.9684
H -5.0124 1.4624 -0.5481
H -2.7072 -0.6413 2.2953
H -2.8839 -2.4730 -4.3427
C -1.5034 5.0257 0.6047
H 6.3285 -0.8457 -1.7820
H 1.4250 -2.5716 1.7378
C -3.3200 -2.5071 -3.3521
H -0.6355 -5.0978 2.5462
C 1.1696 -0.2315 4.2493
C 3.4075 0.3866 -0.6003
C -3.2072 -3.9000 3.0285
H 0.1838 6.3575 0.1956
C -2.5061 -2.7310 -2.2510
C -0.8188 -5.6612 1.6365
O -0.1103 2.0577 0.1981
H -1.4553 -7.7068 -1.5733
H -1.0599 4.6865 1.5435
H 4.3034 -1.5786 -0.5855
C 1.1368 -2.7781 0.7089
C -0.1962 -1.9578 0.4153
C -2.5438 0.6369 -2.7272
C -5.0891 1.7934 -2.6651
N -0.1994 0.3116 2.2724
C -5.2304 -2.3212 -1.8993
C 5.6828 1.1957 -1.9498
C 1.0894 -0.0515 2.8791
C -4.4220 1.6463 -3.8733
C -1.4027 -5.0414 0.5289
C -3.1654 1.0652 -3.8983
C 1.6164 -2.0947 -1.6691
C -1.6293 -5.7923 -0.6241
S -2.6374 0.2717 0.0790
C 1.3764 -4.1607 0.2717
C 4.4112 -0.5414 -0.8823
H -0.0147 -7.4723 2.4556
C 5.5476 -0.1312 -1.5584
O -0.3185 0.1329 -1.8933
C 2.2279 -0.2037 2.0842
C -3.9774 -2.4812 4.8148
H -0.9073 6.1148 -1.1612
H 4.4905 -0.8664 4.5174
H 1.6872 -1.3084 -2.4080
C -0.6770 -7.7340 0.4282
C -2.9406 -1.5306 2.8636
H -2.2860 5.7435 0.8465
C -0.4382 5.6196 -0.3092
H 1.8238 -5.4615 -1.3162
C -3.2163 0.7942 -1.5126
H -0.3264 1.3217 2.3561
C -0.4593 -6.9992 1.5888
H 1.1545 4.1481 -0.0375
H 6.5725 1.5109 -2.4794
H -2.6232 3.1053 0.4121
C 3.5385 -0.6462 4.0534
H 4.7952 3.1490 -1.9803
H -4.1845 -4.6164 4.7926
H 1.4186 -4.9305 1.0254
H -6.2925 -2.1634 -1.7616
C 4.6836 2.1186 -1.6703
H -0.3987 -8.7795 0.3905
O -0.8507 -0.4603 -3.9445
C -4.4167 -2.5452 -0.7969
H -3.7072 -0.3743 4.4970
C -2.0738 3.8448 -0.1670
C 1.6244 -4.4414 -1.0153
C 3.4561 -0.4841 2.6797
C 1.4381 -1.7368 -0.2802
H 0.9119 4.6056 -1.7430

(2)
The following is a quantum chemistry calculation of the molecule C3H5ClN2O, from the Open Molecules 2025 dataset.

The multiplicity is 1. For the energy relative to the best compared isomer or geometry (same formula, charge and spin), the calculation gives 294.66 kJ/mol. For the total energy, the calculation gives -20739.564 eV. Its structure (SMILES) is [H]/N=C\N(O)/C=C\Cl. Its LUMO energy is 0.680 eV. The HOMO energy comes out at -0.332 Ha. As for the charge: 0.

Atoms and positions in Å:
N -0.4822 0.0591 0.0739
H 1.8150 -2.0032 -1.4144
C 0.1148 1.0699 0.8399
C 0.2495 -0.6828 -0.8706
C 1.2592 -1.5054 -0.6062
H -0.0756 -0.5235 -1.8621
N -0.4256 2.1105 1.2937
Cl 1.8395 -1.8569 0.9796
O -1.7346 0.4295 -0.4352
H -2.3268 -0.1410 -0.0111
H 1.1899 0.8592 1.0409
H -1.4232 2.1848 0.9717

Number 1: Kohn-Sham gap 6.58 eV. Number 2: Kohn-Sham gap 9.72 eV.